Formula: C2H4FO2S
Source: OMol25
Level of theory: ωB97M-V/def2-TZVPD

Net charge   +1
E_tot   -19777.223 eV
Spin multiplicity   1
Relative energy (zero: lowest compared OMol25 entry of this formula, charge and spin)   5.7 kcal per mole
E_LUMO   -5.96 eV
Max |F|   0.45 eV/Å
HOMO energy   -16.178 eV
Orbital gap   0.376 Ha

Each atom is followed by the atoms it is bonded to, with distances in Å.
Cartesian coordinates (Å):
1 O 0.706 1.805 0.190  C2 1.192
2 C 1.000 0.673 -0.044  O1 1.192, O3 1.336, C4 1.531
3 O 2.227 0.239 -0.343  C2 1.336, H7 0.968
4 C -0.098 -0.392 -0.113  C2 1.531, S5 1.810, H8 1.093, H9 1.090
5 S -1.653 0.522 0.027  C4 1.810, F6 1.565, H10 1.355
6 F -2.591 -0.393 -0.828  S5 1.565
7 H 2.555 -0.452 0.250  O3 0.968
8 H -0.123 -0.923 -1.068  C4 1.093
9 H 0.001 -1.121 0.691  C4 1.090
10 H -2.024 0.042 1.238  S5 1.355